Computed, not measured: C43H51AsFI2InN2O7P as an isolated structure at a distorted geometry, with ωB97M-V/def2-TZVPD.

Results
F_max = 2.0 eV/A
ΔE to the lowest compared entry with this formula, charge and spin = 0.832 eV
Kohn-Sham gap = 0.261 Eh
Charge = +1
Highest occupied orbital energy = -10.62 eV
E_tot = -5767.850190 Eh

Each line ends with the Löwdin charge.
Positions of all 109 atoms, in Å:
In1 0.34250 -0.09040 0.05020  0.549
O1 2.43020 1.01930 -0.30700  -0.022
C1 2.39300 1.26500 0.91380  -0.686
O2 1.88670 0.50340 1.75770  -0.022
C2 2.64320 2.66660 1.34360  -0.144
C3 3.82690 3.37350 1.41540  -0.004
C4 3.78520 4.70390 1.80480  -0.055
C5 2.57210 5.31270 2.08490  -0.056
C6 1.38290 4.61250 1.95910  -0.046
C7 1.41150 3.27220 1.59470  -0.265
P1 -0.10740 2.25900 1.44430  1.140
C8 -0.53800 1.99360 3.18710  -0.321
C9 -1.86680 1.95910 3.60380  -0.099
C10 -2.16080 1.77680 4.94410  -0.079
C11 -1.14030 1.57920 5.86160  -0.083
C12 0.18080 1.58080 5.44250  -0.057
C13 0.48410 1.80070 4.11260  -0.065
C14 -1.30970 3.48390 0.81210  -0.379
C15 -1.98600 4.41060 1.60310  -0.114
C16 -2.82150 5.34260 1.01220  -0.075
C17 -2.98040 5.36990 -0.36390  -0.084
C18 -2.30140 4.45960 -1.15670  -0.098
C19 -1.47660 3.51900 -0.56900  -0.171
H1 4.76670 2.89920 1.17860  0.124
H2 4.69910 5.27030 1.89240  0.111
H3 2.55130 6.34430 2.40290  0.110
H4 0.44070 5.10540 2.14820  0.104
H5 -2.67140 2.08790 2.89150  0.080
H6 -3.18960 1.77200 5.27070  0.115
H7 -1.37320 1.41710 6.90310  0.113
H8 0.98150 1.42090 6.15050  0.111
H9 1.51290 1.81770 3.78360  0.106
H10 -1.86910 4.40680 2.67720  0.109
H11 -3.35190 6.04840 1.63240  0.111
H12 -3.64560 6.08330 -0.82130  0.110
H13 -2.42440 4.47860 -2.22870  0.111
H14 -0.95640 2.79310 -1.18230  0.064
C20 3.80000 -4.47870 4.76930  -0.037
C21 2.36750 -4.28050 5.26270  -0.295
C22 2.37480 -3.68010 6.66650  -0.138
C23 0.95400 -3.56010 7.19120  -0.128
C24 0.10680 -2.80660 6.21360  -0.128
C25 -1.04730 -2.18680 6.64010  0.065
C26 -1.84970 -1.50400 5.73230  -0.264
F1 -2.98780 -0.94150 6.16820  0.078
C27 -1.49440 -1.38330 4.41450  0.069
C28 -0.31600 -1.98940 3.96170  -0.026
C29 0.05740 -1.83330 2.56290  -0.284
O3 -0.61630 -1.05640 1.83500  -0.144
C30 1.12550 -2.66340 2.13770  -0.018
C31 1.81380 -3.41320 3.05430  0.054
N1 1.57440 -3.42280 4.37040  0.037
C32 0.47630 -2.74410 4.85350  -0.060
C33 1.44170 -2.92680 0.67740  -0.600
O4 1.72010 -4.07950 0.37870  0.056
O5 1.34700 -1.97620 -0.16130  -0.102
H15 4.38180 -4.93960 5.56510  0.089
H16 4.25420 -3.52060 4.52470  0.099
H17 3.86090 -5.13490 3.90400  0.082
H18 1.86380 -5.25640 5.30190  0.165
H19 2.84950 -2.69810 6.63580  0.136
H20 2.95820 -4.32530 7.32150  0.125
H21 0.94070 -3.05900 8.15960  0.126
H22 0.52770 -4.55640 7.33870  0.133
H23 -1.33810 -2.23530 7.67840  0.137
H24 -2.10690 -0.83620 3.71610  0.129
H25 2.59930 -4.05290 2.68430  0.139
C34 0.17680 -3.54120 -2.94350  -0.133
C35 -0.54640 -2.27430 -3.36360  -0.371
As1 0.14480 -0.57520 -2.61230  1.262
C36 2.03080 -0.69320 -3.11240  -0.379
C37 2.38560 -0.77770 -4.58840  -0.138
C38 -1.02330 0.60050 -3.74890  -0.381
C39 -0.53240 0.81440 -5.17300  -0.148
H26 -0.29830 -4.41230 -3.39470  0.083
H27 0.16790 -3.66220 -1.86450  0.041
H28 1.21670 -3.52110 -3.26220  0.074
H29 -1.61620 -2.34170 -3.14130  0.059
H30 -0.45990 -2.14500 -4.44940  0.068
H31 2.33700 -1.60490 -2.58910  0.068
H32 2.56500 0.13000 -2.64160  0.054
H33 1.77910 -1.51650 -5.11470  0.065
H34 3.42880 -1.07520 -4.69070  0.080
H35 2.26640 0.18640 -5.07950  0.060
H36 -1.13920 1.56190 -3.24840  0.039
H37 -2.00390 0.10620 -3.76850  0.065
H38 0.38420 1.40050 -5.18370  0.057
H39 -1.28870 1.35360 -5.74270  0.079
H40 -0.34380 -0.13360 -5.67670  0.062
C40 -1.60370 -4.39700 0.39270  0.043
C41 -2.15860 -3.26250 -0.40910  -0.584
N2 -3.36040 -3.46380 -0.95010  0.201
O6 -1.56330 -2.18850 -0.54470  -0.345
H41 -2.02560 -5.34870 0.08460  0.092
H42 -1.86590 -4.21040 1.43490  0.106
H43 -0.51820 -4.43990 0.32780  0.071
H44 -3.85420 -4.32780 -0.81060  0.119
H45 -3.84360 -2.71780 -1.43010  0.096
I1 -2.76180 -0.02660 -0.25720  0.637
I2 -4.68920 1.90370 0.18710  0.217
C42 1.79240 4.48720 -2.01910  -0.056
C43 1.33920 3.37980 -2.96070  -0.287
O7 0.97450 2.20070 -2.26360  -0.202
H46 2.01030 5.38490 -2.58830  0.081
H47 2.68710 4.19370 -1.47300  0.076
H48 1.00750 4.71110 -1.30000  0.064
H49 2.13140 3.15140 -3.68780  0.119
H50 0.44910 3.69630 -3.51340  0.115
H51 1.71600 1.95280 -1.68300  0.032